Computed, not measured: a molecular structure, C19H42N3OP2ReSi2Te at a distorted geometry, with the ωB97M-V functional and the def2-TZVPD basis.

```
! wB97M-V def2-TZVPD RIJCOSX def2/J DEFGRID3
* xyz 1 2
Re 0.511 -0.343 -0.824
C 0.005 -3.836 -2.042
P 0.867 -2.247 -2.338
C 0.619 -2.057 -4.138
C 2.628 -2.763 -2.187
C 3.007 -2.892 -0.714
P 2.232 -1.570 0.352
C 1.793 -2.574 1.815
C 3.688 -0.648 0.953
H 0.428 -4.591 -2.703
H -1.057 -3.723 -2.253
H 0.131 -4.144 -1.006
H 0.980 -2.938 -4.669
H 1.140 -1.167 -4.489
H -0.449 -1.940 -4.327
H 3.235 -1.994 -2.674
H 2.773 -3.710 -2.716
H 4.093 -2.850 -0.593
H 2.659 -3.855 -0.329
H 2.611 -3.253 2.056
H 0.889 -3.145 1.606
H 1.603 -1.918 2.660
H 4.367 -1.328 1.470
H 3.350 0.130 1.636
H 4.196 -0.181 0.109
C 2.343 3.481 -0.248
Si 1.041 2.936 1.037
C 0.146 4.607 1.319
C 1.977 2.391 2.616
C -0.173 1.486 0.559
C -1.060 1.814 -0.564
C -1.969 2.867 -0.678
C -2.786 2.937 -1.785
C -2.655 1.982 -2.793
C -1.716 0.985 -2.640
N -0.959 0.889 -1.544
Si -1.375 0.974 1.998
C -3.117 0.516 1.325
C -0.681 -0.457 3.050
C -1.781 2.387 3.211
H 2.779 4.419 0.084
H 1.912 3.660 -1.230
H 3.153 2.768 -0.378
H 0.846 5.292 1.788
H -0.723 4.554 1.961
H -0.151 5.057 0.375
H 1.849 3.119 3.409
H 3.043 2.309 2.425
H 1.633 1.436 2.997
H -2.026 3.594 0.112
H -3.516 3.727 -1.871
H -3.266 2.018 -3.680
H -1.539 0.242 -3.412
H -3.092 -0.145 0.465
H -3.653 1.414 1.027
H -3.704 0.031 2.101
H -0.778 -1.415 2.550
H -1.207 -0.513 3.999
H 0.370 -0.295 3.270
H -2.325 3.192 2.728
H -0.897 2.801 3.679
H -2.422 1.997 3.997
N -2.825 -3.400 0.328
C -2.295 -2.338 -0.322
N -2.979 -1.932 -1.424
O -1.237 -1.833 0.039
H -3.744 -3.749 0.113
H -2.406 -3.698 1.191
H -3.920 -2.245 -1.584
H -2.701 -1.075 -1.876
Te 2.286 0.748 -2.380
*
```

Orbital gap (alpha / beta) ... 0.2276 / 0.2410 Eh
Lowest unoccupied orbital energy (alpha / beta) ... -3.9 / -4.0 eV

=====

Computed, not measured: 5 unconnected molecules or ions with the total composition C19H42N5OP2 at a distorted geometry, with the ωB97M-V functional and the def2-TZVPD basis.

```
! wB97M-V def2-TZVPD RIJCOSX def2/J DEFGRID3
* xyz -1 1
C 4.799 2.474 1.369
C 4.185 1.671 0.218
O 3.770 0.364 0.531
C 2.753 0.269 1.539
P 1.140 1.271 1.308
P -0.808 2.426 1.169
N -1.783 2.263 2.453
H 4.375 2.232 2.336
H 5.881 2.356 1.416
H 4.589 3.528 1.198
H 4.964 1.551 -0.538
H 3.397 2.261 -0.251
H 2.459 -0.780 1.542
H 3.152 0.473 2.540
H 1.325 1.399 -0.137
H 1.833 2.562 1.582
H 0.883 1.145 2.753
H 0.337 0.046 1.051
H -0.469 3.801 1.035
H -1.466 1.984 -0.016
H -1.910 3.188 2.852
C -2.684 2.836 -4.093
C -2.594 4.313 -3.725
C -1.150 4.805 -3.588
C -0.451 4.124 -2.501
N 0.079 3.533 -1.672
H -2.238 2.206 -3.321
H -3.725 2.533 -4.208
H -2.171 2.637 -5.037
H -3.129 4.487 -2.791
H -3.090 4.910 -4.494
H -1.140 5.879 -3.392
H -0.603 4.649 -4.522
C -0.385 -3.267 1.859
C -1.868 -2.959 2.015
C -2.605 -2.865 0.675
C -2.105 -1.756 -0.132
N -1.690 -0.896 -0.766
H 0.128 -2.477 1.306
H 0.089 -3.351 2.829
H -0.236 -4.212 1.330
H -1.992 -2.023 2.565
H -2.339 -3.747 2.612
H -3.673 -2.717 0.845
H -2.495 -3.797 0.116
C -3.226 -6.631 5.011
C -2.227 -6.839 6.143
C -1.251 -5.669 6.297
C -0.408 -5.500 5.116
N 0.231 -5.362 4.172
H -2.721 -6.552 4.047
H -3.920 -7.470 4.954
H -3.808 -5.721 5.164
H -1.670 -7.763 5.976
H -2.767 -6.960 7.085
H -0.607 -5.831 7.163
H -1.799 -4.743 6.477
C 3.067 1.722 -4.757
C 1.570 2.000 -4.742
C 0.965 2.115 -6.145
C 1.499 3.249 -6.898
N 1.919 4.139 -7.490
H 3.620 2.536 -5.231
H 3.439 1.617 -3.738
H 3.290 0.798 -5.295
H 1.377 2.912 -4.175
H 1.061 1.193 -4.214
H -0.118 2.234 -6.070
H 1.144 1.198 -6.709
*
```

Orbital gap ... 0.1816 Eh
Lowest unoccupied orbital energy ... 2.2 eV

=====

Computed, not measured: 7 unconnected molecules or ions with the total composition C19H42NO13S at a distorted geometry, with the ωB97M-V functional and the def2-TZVPD basis.

```
! wB97M-V def2-TZVPD RIJCOSX def2/J DEFGRID3
* xyz -1 1
N -0.119 0.251 -0.274
H -0.493 1.209 -0.113
H 0.133 0.036 -1.069
H -0.881 -0.370 -0.082
H 0.713 -0.153 0.285
S -1.083 -0.107 3.016
O -0.932 0.648 4.183
O -2.103 -1.156 3.239
O -1.620 0.736 1.905
O 0.053 -0.801 2.518
O -0.907 -0.940 -1.750
C -1.949 -1.450 -1.215
O -2.922 -1.800 -1.951
C -2.947 -1.831 -3.320
C -4.236 -2.423 -3.977
C -2.168 -1.510 0.238
H -2.197 -2.776 -3.530
H -2.733 -0.848 -3.780
H -4.064 -2.545 -5.098
H -5.092 -1.498 -3.835
H -4.646 -3.413 -3.685
H -1.625 -2.281 0.681
H -3.120 -1.668 0.712
H -1.547 -0.772 0.781
O 2.574 1.526 0.000
C 2.523 2.727 0.427
O 2.396 3.048 1.703
C 2.706 2.039 2.701
C 2.518 2.917 3.938
C 2.099 3.886 -0.556
H 3.673 1.767 2.731
H 2.098 1.114 2.803
H 1.479 3.108 3.800
H 3.078 3.840 3.757
H 2.732 2.470 4.856
H 1.507 4.622 -0.206
H 1.367 3.467 -1.466
H 2.934 4.432 -0.881
O -1.034 3.663 -0.335
C -1.802 4.104 -1.095
O -3.042 3.670 -1.281
C -3.614 2.512 -0.599
C -5.064 2.417 -0.920
C -1.426 5.261 -2.114
H -3.488 2.695 0.434
H -2.973 1.529 -0.932
H -5.255 1.611 -0.369
H -4.958 2.400 -1.971
H -5.456 3.371 -0.749
H -0.553 5.843 -1.960
H -2.258 5.849 -2.302
H -1.196 4.670 -3.129
O 1.920 -1.905 -0.589
C 2.925 -1.630 -0.111
O 4.122 -1.439 -0.784
C 4.028 -1.637 -2.300
C 5.441 -1.644 -2.873
C 3.073 -1.618 1.470
H 3.562 -0.816 -2.688
H 3.851 -2.650 -2.540
H 5.388 -1.714 -3.883
H 5.930 -2.458 -2.520
H 6.196 -0.866 -2.542
H 2.391 -2.256 1.875
H 3.125 -0.635 1.966
H 4.051 -2.109 1.734
C -0.422 -3.833 1.081
C -0.325 -4.667 2.327
O -0.670 -5.978 2.402
C 0.263 -4.139 3.580
H -0.767 -2.753 1.388
H -0.914 -4.339 0.276
H 0.725 -3.971 0.828
H 0.737 -4.793 4.363
H -0.745 -3.748 4.033
H 1.013 -3.505 3.354
*
```

ΔE to the lowest compared entry with this formula, charge and spin ... 2.309 eV
Orbital gap ... 0.2172 Eh
Lowest unoccupied orbital energy ... 2.2 eV

=====

Computed, not measured: a molecular structure, C19H43AuN2OP3S at a distorted geometry, with the ωB97M-V functional and the def2-TZVPD basis.

```
! wB97M-V def2-TZVPD RIJCOSX def2/J DEFGRID3
* xyz 3 3
Au 1.281 -0.114 -0.779
P 0.297 -2.726 0.070
P 1.612 0.452 1.546
P 2.716 -0.318 -2.521
H -2.864 2.081 1.183
C -3.137 1.303 0.420
C -2.932 -0.019 0.527
H -2.529 -0.552 1.403
C -1.031 -3.301 1.222
C 1.728 -3.710 0.667
C -0.165 -3.565 -1.489
C 1.261 2.181 1.950
C 0.788 -0.503 2.892
C 3.401 0.205 1.638
C 1.884 -0.278 -4.162
C 3.671 -1.844 -2.210
C 3.767 1.190 -2.356
H -3.519 1.721 -0.534
H -2.872 -0.649 -0.385
H -1.975 -3.158 0.690
H -1.074 -2.694 2.131
H -0.940 -4.360 1.512
H 1.998 -3.343 1.669
H 2.569 -3.542 -0.021
H 1.499 -4.787 0.728
H -1.197 -3.257 -1.706
H -0.120 -4.661 -1.412
H 0.493 -3.227 -2.302
H 1.815 2.527 2.843
H 0.180 2.311 2.129
H 1.544 2.794 1.084
H 0.952 0.018 3.859
H 1.263 -1.501 2.929
H -0.309 -0.614 2.748
H 3.824 0.628 2.551
H 3.856 0.688 0.769
H 3.605 -0.869 1.595
H 2.620 -0.053 -4.951
H 1.073 0.469 -4.202
H 1.447 -1.274 -4.310
H 4.587 -1.901 -2.813
H 3.060 -2.734 -2.433
H 3.961 -1.944 -1.149
H 3.904 1.665 -3.340
H 4.730 0.857 -1.953
H 3.326 1.931 -1.668
C -0.338 3.091 -2.803
C 0.002 4.449 -3.064
C -0.655 5.160 -4.050
C -1.712 4.557 -4.782
C -2.058 3.203 -4.530
C -1.415 2.477 -3.507
S 0.509 2.290 -1.463
H 0.010 0.605 -1.662
H 0.743 4.941 -2.407
H -0.368 6.199 -4.306
H -2.257 5.123 -5.535
H -2.871 2.786 -5.140
H -1.738 1.483 -3.210
C -3.925 -2.095 5.500
N -3.779 -0.710 5.174
C -2.930 -0.352 4.168
N -2.857 0.999 3.973
O -2.264 -1.208 3.521
H -4.785 -2.198 6.167
H -4.096 -2.695 4.593
H -3.031 -2.498 6.001
H -4.203 -0.021 5.787
H -2.431 1.328 3.130
H -3.600 1.560 4.386
*
```

ΔE to the lowest compared entry with this formula, charge and spin ... 1.796 eV
Orbital gap (alpha / beta) ... 0.2066 / 0.1218 Eh
Lowest unoccupied orbital energy (alpha / beta) ... -10.0 / -12.3 eV

=====

Computed, not measured: a molecular structure, C19H43CeOP3SSe at a distorted geometry, with the ωB97M-V functional and the def2-TZVPD basis.

```
! wB97M-V def2-TZVPD RIJCOSX def2/J DEFGRID3
* xyz 4 1
Ce 0.064 0.546 -0.203
P 2.584 0.724 -1.552
P 1.326 1.246 2.331
P -1.403 0.205 -2.662
H -2.319 2.337 1.955
C -2.804 1.626 1.279
C -2.784 0.289 1.463
H -2.275 -0.198 2.310
C 3.447 2.165 -2.288
C 3.966 0.008 -0.598
C 2.632 -0.448 -2.952
C 0.267 1.539 3.790
C 2.510 0.045 3.031
C 2.348 2.762 2.298
C -3.228 0.254 -2.521
C -1.177 -1.326 -3.634
C -1.109 1.476 -3.943
H -3.396 2.119 0.501
H -3.290 -0.399 0.772
H 4.435 1.814 -2.620
H 3.565 2.960 -1.541
H 2.885 2.572 -3.140
H 4.836 0.052 -1.267
H 3.778 -1.037 -0.319
H 4.172 0.588 0.309
H 3.651 -0.398 -3.359
H 1.912 -0.174 -3.732
H 2.431 -1.479 -2.630
H 0.678 2.362 4.391
H 0.232 0.625 4.399
H -0.755 1.787 3.472
H 3.057 0.513 3.865
H 3.223 -0.281 2.262
H 1.959 -0.830 3.403
H 2.605 3.059 3.325
H 1.796 3.567 1.794
H 3.271 2.569 1.732
H -3.654 0.681 -3.437
H -3.525 0.861 -1.656
H -3.606 -0.766 -2.376
H -1.779 -1.278 -4.555
H -1.498 -2.186 -3.028
H -0.115 -1.446 -3.892
H -1.915 1.431 -4.688
H -0.143 1.290 -4.430
H -1.078 2.468 -3.472
C -1.152 4.959 -0.571
C -2.239 5.038 0.312
C -2.894 6.265 0.521
C -2.501 7.405 -0.199
C -1.484 7.305 -1.158
C -0.823 6.081 -1.354
Se -0.039 3.286 -0.751
H -0.590 2.584 0.572
H -2.567 4.145 0.843
H -3.715 6.349 1.237
H -2.996 8.362 -0.027
H -1.200 8.176 -1.752
H -0.046 5.998 -2.113
C 0.905 -3.566 1.891
S 1.509 -2.849 0.356
C 0.767 -3.923 -0.886
O 0.603 -1.560 0.248
H 1.450 -4.478 2.169
H -0.155 -3.785 1.720
H 1.022 -2.817 2.685
H -0.250 -4.146 -0.541
H 0.740 -3.382 -1.843
H 1.350 -4.847 -1.004
*
```

ΔE to the lowest compared entry with this formula, charge and spin ... 0.000 eV
Orbital gap (alpha / beta) ... 0.1784 / 0.1782 Eh
Lowest unoccupied orbital energy (alpha / beta) ... -14.6 / -14.6 eV

=====

Computed, not measured: a molecular structure, C19H43IrOP3S at a distorted geometry, with the ωB97M-V functional and the def2-TZVPD basis.

```
! wB97M-V def2-TZVPD RIJCOSX def2/J DEFGRID3
* xyz 4 6
Ir -0.463 -0.122 -0.132
P -1.815 1.751 0.177
P -1.973 -1.455 1.152
P 1.450 1.437 -0.299
H -0.283 -2.911 -0.557
C 0.556 -2.191 -0.568
C 1.043 -1.645 0.623
H 0.668 -2.019 1.569
C -2.958 2.120 -1.203
C -2.836 1.823 1.737
C -1.077 3.439 0.493
C -1.813 -3.273 1.437
C -1.736 -0.919 2.880
C -3.707 -1.273 0.580
C 3.016 0.608 -0.761
C 1.914 2.194 1.300
C 1.520 2.815 -1.498
H 1.138 -2.161 -1.500
H 2.028 -1.204 0.664
H -3.425 3.094 -1.000
H -3.751 1.367 -1.280
H -2.421 2.173 -2.158
H -3.574 2.630 1.614
H -2.172 2.060 2.583
H -3.359 0.885 1.954
H -1.908 4.158 0.391
H -0.268 3.702 -0.203
H -0.712 3.481 1.532
H -2.798 -3.693 1.718
H -1.145 -3.447 2.299
H -1.454 -3.833 0.562
H -2.687 -0.943 3.454
H -1.306 0.099 2.918
H -1.037 -1.602 3.389
H -4.238 -2.186 0.898
H -3.750 -1.218 -0.519
H -4.244 -0.412 0.994
H 3.627 1.232 -1.427
H 2.771 -0.337 -1.261
H 3.608 0.385 0.137
H 2.873 2.730 1.204
H 1.987 1.393 2.069
H 1.145 2.883 1.661
H 2.113 2.432 -2.364
H 2.043 3.707 -1.083
H 0.516 3.173 -1.883
C 0.250 -1.099 -4.050
C -0.207 -0.613 -5.310
C 0.561 -0.868 -6.434
C 1.631 -1.795 -6.352
C 1.830 -2.540 -5.173
C 1.109 -2.223 -4.002
S -0.147 0.022 -2.786
H -1.496 -1.113 -0.893
H -1.047 0.076 -5.293
H 0.265 -0.371 -7.346
H 2.211 -2.024 -7.238
H 2.505 -3.404 -5.112
H 1.210 -2.793 -3.074
C 3.008 -0.058 5.011
C 1.931 -0.726 4.176
O 1.110 0.225 3.469
H 3.819 0.334 4.384
H 3.431 -0.755 5.743
H 2.610 0.769 5.606
H 2.363 -1.410 3.450
H 1.290 -1.359 4.806
H 0.656 0.798 4.126
*
```

ΔE to the lowest compared entry with this formula, charge and spin ... 1.608 eV
Orbital gap (alpha / beta) ... 0.2209 / 0.1361 Eh
Lowest unoccupied orbital energy (alpha / beta) ... -11.2 / -17.0 eV

=====

Computed, not measured: a molecular structure, C19H43LaOP3S2 at a distorted geometry, with the ωB97M-V functional and the def2-TZVPD basis.

```
! wB97M-V def2-TZVPD RIJCOSX def2/J DEFGRID3
* xyz 3 1
La 0.317 -1.885 -1.685
P 1.863 1.077 0.584
P -1.112 0.009 1.265
P -1.279 2.144 -2.147
H 0.471 -4.206 -6.329
C 0.638 -3.159 -6.609
C 1.764 -2.509 -6.310
H 2.620 -3.009 -5.832
C 3.220 0.218 1.471
C 1.615 2.296 1.951
C 2.982 2.192 -0.364
C -2.730 -0.870 1.259
C -0.505 -0.725 2.849
C -1.757 1.555 2.058
C -1.409 2.841 -3.819
C -0.770 3.472 -1.060
C -2.942 1.696 -1.643
H -0.103 -2.713 -7.273
H 1.952 -1.505 -6.702
H 3.741 -0.449 0.778
H 2.799 -0.361 2.299
H 3.923 0.967 1.857
H 1.160 1.827 2.827
H 0.993 3.127 1.607
H 2.601 2.684 2.235
H 3.333 1.665 -1.258
H 3.832 2.460 0.280
H 2.444 3.105 -0.656
H -3.267 -0.665 2.198
H -2.544 -1.949 1.171
H -3.328 -0.534 0.403
H -1.272 -0.592 3.623
H 0.427 -0.243 3.169
H -0.324 -1.793 2.686
H -2.329 1.261 2.950
H -2.416 2.100 1.374
H -0.934 2.209 2.365
H -2.301 3.509 -3.811
H -1.509 2.047 -4.580
H -0.497 3.430 -4.012
H -1.300 4.364 -1.422
H 0.322 3.624 -1.140
H -1.048 3.268 -0.008
H -3.634 2.293 -2.247
H -3.135 1.934 -0.584
H -3.169 0.636 -1.807
C 0.725 -1.212 -4.009
C -0.700 -1.433 -3.980
C -1.244 -2.725 -3.816
C -0.372 -3.829 -3.716
C 0.993 -3.585 -3.396
C 1.582 -2.316 -3.641
S 1.420 0.328 -3.813
H -0.216 1.185 -2.311
H -1.342 -0.550 -4.068
H -2.324 -2.868 -3.916
H -0.666 -4.851 -4.024
H 1.678 -4.411 -3.142
H 2.618 -2.065 -3.382
C 0.386 -5.358 0.228
S 2.007 -4.529 0.236
C 2.178 -4.199 2.004
O 1.623 -3.074 -0.294
H -0.127 -5.216 1.185
H 0.577 -6.427 0.076
H -0.217 -4.975 -0.607
H 2.678 -5.081 2.412
H 2.819 -3.316 2.127
H 1.192 -4.054 2.460
*
```

ΔE to the lowest compared entry with this formula, charge and spin ... 3.014 eV
Orbital gap ... 0.2101 Eh
Lowest unoccupied orbital energy ... -10.4 eV

=====

What did the second record say?
Computed, not measured: 5 unconnected molecules or ions with the total composition C19H42N5OP2 at a distorted geometry, with the ωB97M-V functional and the def2-TZVPD basis.

```
! wB97M-V def2-TZVPD RIJCOSX def2/J DEFGRID3
* xyz -1 1
C 4.799 2.474 1.369
C 4.185 1.671 0.218
O 3.770 0.364 0.531
C 2.753 0.269 1.539
P 1.140 1.271 1.308
P -0.808 2.426 1.169
N -1.783 2.263 2.453
H 4.375 2.232 2.336
H 5.881 2.356 1.416
H 4.589 3.528 1.198
H 4.964 1.551 -0.538
H 3.397 2.261 -0.251
H 2.459 -0.780 1.542
H 3.152 0.473 2.540
H 1.325 1.399 -0.137
H 1.833 2.562 1.582
H 0.883 1.145 2.753
H 0.337 0.046 1.051
H -0.469 3.801 1.035
H -1.466 1.984 -0.016
H -1.910 3.188 2.852
C -2.684 2.836 -4.093
C -2.594 4.313 -3.725
C -1.150 4.805 -3.588
C -0.451 4.124 -2.501
N 0.079 3.533 -1.672
H -2.238 2.206 -3.321
H -3.725 2.533 -4.208
H -2.171 2.637 -5.037
H -3.129 4.487 -2.791
H -3.090 4.910 -4.494
H -1.140 5.879 -3.392
H -0.603 4.649 -4.522
C -0.385 -3.267 1.859
C -1.868 -2.959 2.015
C -2.605 -2.865 0.675
C -2.105 -1.756 -0.132
N -1.690 -0.896 -0.766
H 0.128 -2.477 1.306
H 0.089 -3.351 2.829
H -0.236 -4.212 1.330
H -1.992 -2.023 2.565
H -2.339 -3.747 2.612
H -3.673 -2.717 0.845
H -2.495 -3.797 0.116
C -3.226 -6.631 5.011
C -2.227 -6.839 6.143
C -1.251 -5.669 6.297
C -0.408 -5.500 5.116
N 0.231 -5.362 4.172
H -2.721 -6.552 4.047
H -3.920 -7.470 4.954
H -3.808 -5.721 5.164
H -1.670 -7.763 5.976
H -2.767 -6.960 7.085
H -0.607 -5.831 7.163
H -1.799 -4.743 6.477
C 3.067 1.722 -4.757
C 1.570 2.000 -4.742
C 0.965 2.115 -6.145
C 1.499 3.249 -6.898
N 1.919 4.139 -7.490
H 3.620 2.536 -5.231
H 3.439 1.617 -3.738
H 3.290 0.798 -5.295
H 1.377 2.912 -4.175
H 1.061 1.193 -4.214
H -0.118 2.234 -6.070
H 1.144 1.198 -6.709
*
```

Orbital gap ... 0.1816 Eh
Lowest unoccupied orbital energy ... 2.2 eV